# 1
Formula: C23H26ClN3O4
Source: OMol25
Level of theory: wB97M-V/def2-TZVPD

Geometry as ORCA input:
```
! RIJCOSX wB97M-V def2-TZVPD def2/J DEFGRID3
* xyz 0 1
C -0.909 4.173 -0.796
C -0.726 2.664 -0.723
C -0.699 2.195 0.729
O -0.477 0.798 0.861
C -1.362 -0.119 0.380
C -2.741 0.086 0.158
O -3.271 1.313 0.445
C -4.617 1.568 0.124
C -3.518 -0.958 -0.328
C -2.958 -2.202 -0.552
Cl -3.956 -3.481 -1.145
C -1.623 -2.434 -0.296
C -0.828 -1.396 0.164
C 0.659 -1.617 0.426
N 0.980 -2.987 0.760
C 1.108 -3.964 -0.179
O 1.101 -5.149 0.075
N 1.309 -3.495 -1.463
C 1.650 -2.181 -1.745
C 2.307 -1.980 -3.071
C 1.435 -1.232 -0.819
C 1.941 0.155 -0.992
O 1.828 0.796 -2.021
N 2.623 0.625 0.078
C 3.312 1.895 0.065
C 2.812 2.860 1.109
C 2.489 4.164 0.760
C 2.040 5.059 1.717
C 1.901 4.656 3.034
C 2.225 3.358 3.392
C 2.684 2.468 2.437
H -0.107 4.679 -0.264
H -0.902 4.504 -1.832
H -1.855 4.464 -0.346
H 0.203 2.371 -1.214
H -1.546 2.170 -1.247
H -1.615 2.494 1.245
H 0.155 2.638 1.248
H -4.782 2.612 0.385
H -5.297 0.940 0.707
H -4.812 1.428 -0.944
H -4.569 -0.820 -0.519
H -1.214 -3.418 -0.454
H 0.936 -0.986 1.276
H 0.714 -3.316 1.676
H 1.506 -4.202 -2.156
H 2.451 -0.922 -3.264
H 1.675 -2.395 -3.855
H 3.269 -2.491 -3.100
H 2.705 0.056 0.904
H 4.386 1.721 0.219
H 3.167 2.312 -0.935
H 2.591 4.479 -0.268
H 1.794 6.072 1.433
H 1.545 5.351 3.779
H 2.125 3.040 4.419
H 2.945 1.462 2.731
*
```

## Properties
Lowest unoccupied orbital energy in Eh: 0.021
E_tot in eV: -49456.849
Orbital gap in eV: 8.69
SMILES string: CCCOc1c(OC)cc(Cl)cc1[C@H]1NC(=O)NC(C)=C1C(=O)NCc1ccccc1


# 2
Formula: C16H21ClF10IN5O6S
Source: OMol25
Level of theory: wB97M-V/def2-TZVPD

Geometry as ORCA input:
```
! RIJCOSX wB97M-V def2-TZVPD def2/J DEFGRID3
* xyz 0 1
C -2.489 -1.023 3.511
C -2.028 -0.437 2.565
C -1.356 0.323 1.343
C -2.625 1.013 0.624
C -3.606 1.734 1.666
C -4.962 0.932 1.915
C -0.466 1.446 2.011
C 0.128 0.844 3.376
O 0.927 -0.050 3.389
I -0.499 1.598 5.330
O -0.718 -0.713 0.592
C 0.330 -0.385 -0.238
F 1.569 -0.175 0.433
C 0.632 -1.773 -1.036
N 0.907 -2.755 0.058
Cl -0.806 -2.412 -1.927
S 0.004 0.900 -1.536
O -0.010 2.287 -1.023
O -1.297 0.724 -2.205
C 1.257 0.934 -2.935
F 0.707 1.846 -3.839
F 1.308 -0.260 -3.661
C 2.688 1.512 -2.552
F 2.884 2.719 -3.246
F 2.859 1.824 -1.220
C 3.922 0.594 -2.976
F 5.024 1.125 -2.284
F 3.812 -0.714 -2.492
C 4.309 0.665 -4.521
F 5.337 1.573 -4.655
F 3.264 0.904 -5.365
F 4.833 -0.575 -4.867
H -2.849 -1.688 4.318
H -3.211 0.157 0.159
H -2.330 1.793 -0.124
H -3.113 2.022 2.635
H -3.924 2.712 1.179
H -5.629 1.620 2.527
H -5.459 0.711 0.930
H -4.776 0.030 2.556
H -1.030 2.371 2.331
H 0.429 1.796 1.433
H 1.585 -1.724 -1.632
H 1.915 -2.883 0.177
H 0.463 -3.653 -0.166
N 4.047 4.462 2.186
C 3.254 3.357 2.191
N 3.868 2.210 1.792
O 2.082 3.390 2.529
H 5.011 4.456 1.912
H 3.627 5.328 2.476
H 3.312 1.371 1.784
H 4.829 2.161 1.511
N -2.981 -4.770 -1.509
C -3.821 -5.222 -0.538
N -3.811 -6.572 -0.357
O -4.527 -4.477 0.118
H -2.392 -5.367 -2.060
H -2.960 -3.777 -1.672
H -4.419 -6.944 0.352
H -3.238 -7.202 -0.886
*
```

## Properties
Lowest unoccupied orbital energy in Eh: -0.008
E_tot in eV: -95296.635
Orbital gap in eV: 8.95
SMILES string: C#C[C@@](CCC)(CC(=O)I)O[C@@](F)([C@@H](N)Cl)S(=O)(=O)C(F)(F)C(F)(F)C(F)(F)C(F)(F)F.NC(N)=O.NC(N)=O


# 3
Formula: C4H9N3O2
Source: OMol25
Level of theory: wB97M-V/def2-TZVPD

Geometry as ORCA input:
```
! RIJCOSX wB97M-V def2-TZVPD def2/J DEFGRID3
* xyz 0 1
C -0.295 -0.956 1.749
C 1.822 -0.360 -0.559
O -0.365 -1.204 0.364
O 2.788 -0.183 0.142
H 1.669 -1.223 -1.213
H 0.586 -0.344 1.999
H -0.208 -1.912 2.273
H -1.179 -0.433 2.128
C -1.012 -0.022 -0.557
N -1.281 -0.678 -1.753
C 1.011 1.832 -0.323
N 0.800 0.646 -0.738
N -1.864 0.803 -0.077
H -2.065 -0.248 -2.224
H -0.990 -1.646 -1.751
H -1.562 1.254 0.780
H 1.917 2.093 0.225
H 0.230 2.579 -0.464
*
```

## Properties
Lowest unoccupied orbital energy in Eh: -0.021
E_tot in eV: -12855.989
Orbital gap in eV: 8.43


# 4
Formula: C5H10O
Source: OMol25
Level of theory: wB97M-V/def2-TZVPD

Geometry as ORCA input:
```
! RIJCOSX wB97M-V def2-TZVPD def2/J DEFGRID3
* xyz 0 1
C -0.387 0.077 1.045
C -0.796 0.100 -0.223
C -0.722 1.345 -1.064
C -1.355 -1.125 -0.896
H -0.010 0.971 1.539
H -0.414 -0.839 1.631
H -0.328 2.194 -0.496
H -1.709 1.621 -1.455
H -0.070 1.182 -1.932
H -2.377 -0.935 -1.249
H -1.381 -1.980 -0.214
H -0.757 -1.402 -1.773
C 2.599 -0.306 0.720
O 2.672 -1.172 -0.113
H 2.843 0.753 0.496
H 2.298 -0.509 1.766
*
```

## Properties
Lowest unoccupied orbital energy in Eh: 0.034
E_tot in eV: -7393.228
Orbital gap in eV: 10.34
SMILES string: C=C(C)C.C=O